*one*
9
Properties=species:S:1:pos:R:3 method="wB97M-V/def2-TZVPD" homo_ev="-5.111 / -5.102" e_lumo_ev="2.51 / 2.40" total_charge=-1 molar_mass_g_mol=105.04
C 2.01 0.37 0.67
C -2.92 -0.19 -0.33
C 0.83 -0.55 0.20
O 2.27 1.10 -0.29
O 2.41 0.27 1.81
O -0.34 -0.41 0.42
F 1.19 -1.20 -1.06
H -2.87 -0.31 -1.38
H -2.59 0.92 -0.03

---

*two*
9
Properties=species:S:1:pos:R:3 method="wB97M-V/def2-TZVPD" homo_ev=-4.368 smiles="O=C([O-])[C@@H]1O[C@H]1F" e_lumo_ev=4.14 total_charge=-1 molar_mass_g_mol=105.04
C -1.57 -0.04 -0.06
C -0.09 -0.40 0.45
C 1.27 0.39 -0.26
O -1.69 1.06 -0.57
O -2.35 -0.98 0.07
O 0.78 0.65 1.05
F 2.42 -0.33 -0.36
H -0.01 -1.49 0.83
H 1.24 1.14 -1.13

---

Q: Which of them is the least stable? A: *one*.

---

*one*
14
Properties=species:S:1:pos:R:3 method="wB97M-V/def2-TZVPD" homo_ev=-8.905 smiles="C/N=C(/N)C(N)=O" e_lumo_ev=0.88 molar_mass_g_mol=101.11
C 1.64 1.08 -0.48
N 1.38 -0.33 -0.47
C 0.29 -0.82 -0.03
N 0.10 -2.15 0.23
C -1.16 -0.19 0.32
O -1.93 -0.94 0.92
N -1.68 1.02 0.00
H 2.48 1.27 0.20
H 0.80 1.69 -0.11
H 1.94 1.44 -1.47
H -0.80 -2.23 0.73
H 0.88 -2.71 0.54
H -1.27 1.78 -0.52
H -2.65 1.10 0.28

---

*two*
14
Properties=species:S:1:pos:R:3 method="wB97M-V/def2-TZVPD" homo_ev=-8.632 e_lumo_ev=1.03 molar_mass_g_mol=101.11
C 1.81 0.99 -0.55
N 1.72 -0.42 -0.83
C 1.11 -1.29 -0.25
N 0.50 -2.28 0.20
C -1.30 0.17 0.26
O -1.92 -0.94 0.66
N -2.19 1.16 0.20
H 2.57 1.18 0.23
H 0.84 1.35 -0.20
H 2.11 1.52 -1.45
H -1.23 -1.64 0.63
H 1.04 -2.88 0.81
H -1.89 2.06 -0.13
H -3.18 1.03 0.40

---

*three*
14
Properties=species:S:1:pos:R:3 method="wB97M-V/def2-TZVPD" homo_ev=-7.962 smiles="CN1NNC=C1O" e_lumo_ev=0.70 molar_mass_g_mol=101.11
C 0.68 -0.37 1.58
N 0.42 0.33 0.34
N -0.71 1.16 0.42
N -1.25 1.36 -0.83
C 0.16 -0.52 -0.99
C -0.78 0.06 -1.68
O 0.93 -1.61 -1.16
H 1.67 -1.56 -0.54
H -1.43 0.73 1.02
H -0.72 2.13 -1.26
H -1.28 -0.09 -2.61
H 0.98 0.37 2.33
H -0.19 -0.93 1.95
H 1.51 -1.07 1.45

---

Q: Which of them is the least stable? A: *three*.

---

*one*
14
Properties=species:S:1:pos:R:3 method="wB97M-V/def2-TZVPD" homo_ev=-8.881 e_lumo_ev=1.09 molar_mass_g_mol=101.11
C -1.33 -0.95 1.68
N -0.55 -0.98 0.47
C -0.43 0.09 -0.20
N -1.00 1.32 -0.01
C 1.67 0.53 -0.87
O 0.45 0.05 -1.27
N 2.56 -0.01 -1.68
H -2.35 -1.29 1.51
H -1.36 0.04 2.16
H -0.87 -1.65 2.39
H -0.73 2.04 -0.66
H -1.94 1.38 0.34
H 3.53 0.18 -1.50
H 2.34 -0.75 -2.35

---

*two*
14
Properties=species:S:1:pos:R:3 method="wB97M-V/def2-TZVPD" homo_ev=-9.647 smiles="[H]/N=C/NC(=O)NC" e_lumo_ev=0.79 molar_mass_g_mol=101.11
C -2.04 -1.50 -0.39
N -0.63 -1.20 -0.22
C -0.16 0.07 -0.39
O -0.77 0.96 -0.96
N 1.10 0.28 0.18
C 1.65 1.55 0.27
N 2.59 1.77 1.09
H -2.54 -0.56 -0.64
H -2.46 -1.89 0.54
H -2.21 -2.22 -1.20
H -0.05 -1.88 0.23
H 1.46 -0.38 0.86
H 1.18 2.26 -0.41
H 2.88 2.74 1.03

---

Q: Which of them is the least stable? A: *one*.

---

*one*
14
Properties=species:S:1:pos:R:3 method="wB97M-V/def2-TZVPD" homo_ev="-9.028 / -7.309" e_lumo_ev="-0.31 / -1.07" molar_mass_g_mol=101.11
C 1.36 -0.33 0.52
C 0.59 0.76 -0.09
C -0.89 0.37 -0.52
N -1.29 1.17 -1.56
N 1.05 -1.58 0.23
N -1.48 -0.66 -0.08
O 1.08 1.82 -0.41
H -0.81 2.06 -1.65
H -2.27 1.15 -1.78
H -0.83 -0.45 1.53
H 0.03 -1.71 -0.11
H 1.49 -2.33 0.76
H 2.21 -0.09 1.14
H -0.23 -0.17 2.02

---

*two*
14
Properties=species:S:1:pos:R:3 method="wB97M-V/def2-TZVPD" homo_ev="-8.714 / -7.609" e_lumo_ev="-0.05 / -0.13" molar_mass_g_mol=101.11
C -0.57 0.00 0.02
C -1.66 0.35 0.83
C 2.67 0.11 0.14
N -3.05 -0.37 -0.87
N 0.56 -0.23 0.51
N 1.51 -0.64 -0.44
O -2.88 0.24 0.30
H -0.86 -0.29 -1.00
H -1.64 0.83 1.82
H 3.18 -0.55 0.76
H 3.40 0.61 -0.39
H 2.21 0.82 0.84
H -4.00 -0.35 -1.07
H 1.15 -0.51 -1.46

---

Q: Which of them is the least stable? A: *two*.

---

*one*
14
Properties=species:S:1:pos:R:3 method="wB97M-V/def2-TZVPD" homo_ev=-9.325 e_lumo_ev=0.65 molar_mass_g_mol=101.11
C 1.68 -1.07 -0.15
C 1.25 1.36 0.40
C -1.54 0.41 0.89
N -1.37 -1.00 -0.92
N 1.76 -0.06 0.47
N -0.77 -0.27 -0.16
O 2.02 -2.10 -0.56
H 1.60 1.97 1.28
H 1.56 1.78 -0.64
H 0.21 1.30 0.33
H -1.36 0.09 1.91
H -1.42 1.48 0.86
H -2.64 0.49 0.68
H -2.42 -0.86 -0.80

---

*two*
14
Properties=species:S:1:pos:R:3 method="wB97M-V/def2-TZVPD" homo_ev=-7.275 e_lumo_ev=0.42 molar_mass_g_mol=101.11
C 2.40 -0.59 0.25
N 1.50 0.69 0.28
C 0.26 0.68 -0.50
O 0.19 1.29 -1.54
N -0.74 -0.07 0.05
C -1.99 -0.19 -0.55
N -2.89 -0.89 -0.01
H 2.40 -0.84 -0.82
H 1.77 -1.34 0.76
H 2.05 1.45 -0.10
H 1.32 0.90 1.26
H -0.55 -0.68 0.83
H -2.07 0.39 -1.48
H -3.74 -0.87 -0.56

---

*three*
14
Properties=species:S:1:pos:R:3 method="wB97M-V/def2-TZVPD" homo_ev=-9.361 smiles="[H]/N=C/NC(=O)NC" e_lumo_ev=0.65 molar_mass_g_mol=101.11
C 2.58 0.04 0.03
N 1.19 0.05 0.40
C 0.19 0.15 -0.48
O 0.35 0.23 -1.69
N -1.04 0.11 0.15
C -2.18 -0.16 -0.57
N -3.28 -0.33 0.04
H 2.74 -0.01 -1.05
H 2.93 -0.96 0.39
H 2.49 1.13 0.40
H 1.09 0.09 1.40
H -1.10 0.09 1.15
H -1.98 -0.19 -1.64
H -4.01 -0.51 -0.63

---

*four*
14
Properties=species:S:1:pos:R:3 method="wB97M-V/def2-TZVPD" homo_ev=-9.918 smiles="[H]/N=C/NC(=O)NC" e_lumo_ev=0.96 molar_mass_g_mol=101.11
C -0.87 -1.71 1.05
N -0.11 -0.48 0.97
C -0.61 0.57 0.27
O -1.66 0.55 -0.35
N 0.32 1.64 0.09
C 0.72 1.41 -1.27
N 1.65 0.58 -1.50
H -1.55 -1.73 0.19
H -1.46 -1.76 1.96
H -0.21 -2.58 0.98
H 0.81 -0.42 1.37
H 1.12 1.57 0.72
H 0.11 1.95 -1.99
H 1.74 0.40 -2.50

---

Q: Which of them is the least stable? A: *one*.

---

*one*
14
Properties=species:S:1:pos:R:3 method="wB97M-V/def2-TZVPD" homo_ev="-8.005 / -6.856" e_lumo_ev="0.51 / 0.44" molar_mass_g_mol=101.11
C -0.12 1.01 -1.00
C 1.02 1.02 -1.73
C -1.21 -0.99 1.76
N 2.07 -0.65 -0.63
N -0.15 0.18 -0.01
N -1.15 0.11 0.87
O 2.04 0.27 -1.64
H -1.05 1.54 -1.11
H 1.16 1.63 -2.69
H -0.16 -1.28 2.09
H -1.71 -0.50 2.60
H -1.67 -1.90 1.25
H 2.97 -1.02 -0.40
H -2.04 0.57 0.64

---

*two*
14
Properties=species:S:1:pos:R:3 method="wB97M-V/def2-TZVPD" homo_ev=-9.898 smiles="[H]/N=C/NC(=O)NC" e_lumo_ev=0.88 molar_mass_g_mol=101.11
C -0.70 1.43 -1.87
N -0.38 1.19 -0.48
C 0.17 -0.03 -0.21
O 0.34 -0.87 -1.08
N 0.51 -0.31 1.12
C 0.78 -1.69 1.27
N 0.06 -2.43 2.00
H -1.20 0.54 -2.26
H 0.19 1.61 -2.49
H -1.38 2.29 -1.95
H -0.21 1.97 0.13
H -0.10 0.08 1.84
H 1.64 -2.00 0.68
H 0.41 -3.38 1.95

---

Q: Which of them is the least stable? A: *one*.

---

*one*
14
Properties=species:S:1:pos:R:3 method="wB97M-V/def2-TZVPD" homo_ev=-8.684 smiles="[H]/N=C(/N)[C@H](N)C=O" e_lumo_ev=0.67 molar_mass_g_mol=101.11
N -0.06 -1.88 -0.06
C 0.51 -0.75 -0.18
N 1.72 -0.53 0.40
N 0.07 1.76 -0.02
C -1.69 -0.04 0.26
C -0.38 0.47 -0.46
O -2.56 -0.67 -0.27
H -0.78 -2.21 -0.69
H 2.17 0.36 0.27
H 2.25 -1.34 0.64
H 0.86 2.11 -0.55
H 0.31 1.76 0.97
H -1.83 0.48 1.23
H -0.60 0.48 -1.53

---

*two*
14
Properties=species:S:1:pos:R:3 method="wB97M-V/def2-TZVPD" homo_ev=-9.852 smiles="[H]/N=C/NC(=O)NC" e_lumo_ev=0.68 molar_mass_g_mol=101.11
C 2.30 -0.29 -0.15
N 0.88 -0.14 0.06
C 0.19 0.95 -0.42
O 0.70 1.92 -0.95
N -1.19 0.83 -0.26
C -1.85 -0.39 -0.11
N -3.08 -0.45 0.15
H 2.53 -0.22 -1.22
H 2.58 -1.29 0.20
H 2.89 0.46 0.39
H 0.49 -0.59 0.87
H -1.74 1.64 -0.50
H -1.19 -1.24 -0.29
H -3.36 -1.43 0.16

---

*three*
14
Properties=species:S:1:pos:R:3 method="wB97M-V/def2-TZVPD" homo_ev=-9.582 smiles="[H]/N=C(/C#C)NN.O" e_lumo_ev=0.67 molar_mass_g_mol=101.11
C -0.59 0.22 0.66
C -0.84 1.62 0.24
C -1.24 2.66 -0.25
H -1.45 -2.74 -0.34
H -0.28 -1.94 -1.21
H -1.91 -0.16 -0.82
H 0.43 -1.09 1.56
H -1.62 3.52 -0.72
H 2.41 0.26 0.21
H 3.79 -0.18 -0.10
N -0.80 -1.94 -0.35
N -1.34 -0.66 -0.07
N 0.28 -0.08 1.54
O 3.15 0.51 -0.34

---

*four*
14
Properties=species:S:1:pos:R:3 method="wB97M-V/def2-TZVPD" homo_ev=-9.341 e_lumo_ev=0.93 molar_mass_g_mol=101.11
C 1.90 0.71 -0.53
N 0.46 0.74 -0.40
C -0.10 -0.28 0.13
N 0.46 -1.43 0.58
C -1.62 -0.30 0.28
O -2.18 -1.23 0.83
N -2.22 0.78 -0.25
H 2.23 -0.12 -1.16
H 2.40 0.61 0.45
H 2.26 1.64 -0.98
H -0.16 -2.04 1.09
H 1.45 -1.48 0.78
H -1.65 1.51 -0.65
H -3.22 0.88 -0.18

---

Q: Which of them is the least stable? A: *three*.

---

*one*
14
Properties=species:S:1:pos:R:3 method="wB97M-V/def2-TZVPD" homo_ev=-6.840 smiles="C=NC(O)=C(N)N" e_lumo_ev=0.88 molar_mass_g_mol=101.11
C -0.38 0.18 0.09
C 0.96 0.40 -0.08
N 1.47 1.66 -0.27
N 1.82 -0.66 -0.26
C -2.02 -1.48 -0.01
O -1.21 1.30 0.20
N -0.81 -1.10 0.08
H -2.12 0.97 0.27
H 1.38 -1.54 -0.04
H 2.43 1.82 0.00
H 0.82 2.40 -0.02
H 2.76 -0.55 0.10
H -2.20 -2.55 -0.02
H -2.90 -0.85 -0.05

---

*two*
14
Properties=species:S:1:pos:R:3 method="wB97M-V/def2-TZVPD" homo_ev="-8.097 / -8.096" e_lumo_ev="0.37 / 0.37" molar_mass_g_mol=101.11
C -1.17 -0.58 0.01
C 1.24 0.44 -0.21
C 0.14 1.36 0.28
N 0.99 -0.84 0.24
N -1.18 0.72 0.00
N -1.97 -1.62 0.02
O -2.22 1.46 -0.08
H 1.23 0.53 -1.39
H 2.31 0.86 -0.09
H 0.12 1.37 1.39
H 0.18 2.42 -0.18
H 1.19 -1.79 -0.26
H -2.44 -1.85 0.86
H -1.53 -2.45 -0.42

---

*three*
14
Properties=species:S:1:pos:R:3 method="wB97M-V/def2-TZVPD" homo_ev=-8.511 e_lumo_ev=0.08 molar_mass_g_mol=101.11
C 1.60 -0.41 0.11
C 0.13 -0.30 -0.14
N -0.04 1.97 -0.13
C -0.69 -1.50 -0.28
O -2.43 -0.64 0.97
N -2.00 -1.41 -0.13
N -0.57 0.79 -0.46
H -1.87 0.16 0.99
H -0.71 2.74 -0.22
H 0.88 2.30 -0.41
H -0.27 -2.35 -0.83
H 1.80 -1.12 0.91
H 2.10 -0.77 -0.78
H 2.07 0.53 0.41

---

Q: Which of them is the least stable? A: *two*.

---

*one*
69
Properties=species:S:1:pos:R:3 method="wB97M-V/def2-TZVPD" s2=1.10 homo_ev="-7.695 / -8.088" spin_multiplicity=2 e_lumo_ev="-0.08 / 0.08" molar_mass_g_mol=666.36
Co 1.03 0.33 2.00
C 1.00 1.67 4.05
C -0.11 0.85 4.00
C 0.35 -0.50 3.91
C 1.75 -0.48 3.98
C 2.16 0.87 3.99
H 0.99 2.75 4.05
H -1.15 1.16 3.99
H -0.25 -1.40 3.91
H 2.40 -1.34 3.89
H 3.17 1.23 4.01
O 0.57 2.48 -1.27
C 1.74 3.14 -1.45
C 1.98 3.75 -2.68
C 3.15 4.45 -2.90
C 4.10 4.55 -1.89
C 3.87 3.93 -0.67
C 2.70 3.21 -0.43
C 2.54 2.52 0.92
O 1.25 2.10 1.18
N 3.54 1.40 1.07
N 3.09 0.12 0.87
C 2.35 -0.09 -0.16
C 1.92 -1.41 -0.57
Br 1.73 -2.71 0.77
C 1.61 -1.62 -1.86
C 1.11 -2.82 -2.54
C 0.13 -2.64 -3.52
C -0.41 -3.72 -4.20
C 0.04 -5.00 -3.92
C 1.03 -5.20 -2.97
C 1.57 -4.12 -2.28
H 0.57 2.28 -0.28
H 1.22 3.67 -3.45
H 3.32 4.92 -3.86
H 5.02 5.10 -2.05
H 4.61 4.00 0.11
H 2.89 3.22 1.69
H 3.94 1.43 1.99
H 2.12 0.69 -0.88
H 1.67 -0.74 -2.48
H -0.21 -1.63 -3.74
H -1.17 -3.56 -4.95
H -0.37 -5.85 -4.45
H 1.40 -6.19 -2.77
H 2.36 -4.28 -1.56
C -2.04 1.79 0.97
As -1.07 0.11 0.93
C -1.32 -0.39 -0.93
C -2.29 -1.15 1.84
C -3.67 -1.17 1.27
C -4.00 -2.03 0.22
C -5.27 -2.02 -0.33
C -6.24 -1.15 0.16
C -5.92 -0.30 1.21
C -4.65 -0.31 1.76
H -3.09 1.63 0.73
H -1.59 2.45 0.23
H -1.94 2.25 1.95
H -2.38 -0.31 -1.19
H -0.98 -1.41 -1.09
H -0.74 0.30 -1.54
H -2.30 -0.87 2.89
H -1.80 -2.12 1.76
H -3.25 -2.71 -0.16
H -5.51 -2.70 -1.14
H -7.23 -1.15 -0.27
H -6.67 0.37 1.60
H -4.41 0.36 2.58

---

*two*
69
Properties=species:S:1:pos:R:3 method="wB97M-V/def2-TZVPD" s2=0.79 homo_ev="-5.917 / -5.914" spin_multiplicity=2 e_lumo_ev="-0.37 / -0.46" molar_mass_g_mol=666.36
Co -0.03 -0.47 0.06
C 0.67 -3.34 0.42
C 0.08 -2.50 -0.56
C -1.24 -2.15 -0.08
C -1.40 -2.79 1.17
C -0.23 -3.50 1.47
H 1.66 -3.78 0.35
H 0.46 -2.41 -1.56
H -2.07 -1.83 -0.69
H -2.29 -2.74 1.79
H -0.04 -4.07 2.37
O 0.85 3.07 -3.01
C -0.46 3.33 -3.24
C -0.74 4.27 -4.23
C -2.04 4.56 -4.58
C -3.10 3.93 -3.93
C -2.83 3.02 -2.93
C -1.52 2.70 -2.56
C -1.31 1.72 -1.43
O -1.06 0.37 -1.76
N -0.22 2.21 -0.61
N 0.05 1.41 0.47
C 0.67 1.94 1.47
C 1.20 1.16 2.55
Br 1.20 -0.72 2.17
C 1.65 1.65 3.71
C 2.29 0.87 4.78
C 1.82 0.97 6.09
C 2.38 0.21 7.11
C 3.44 -0.64 6.83
C 3.93 -0.72 5.54
C 3.37 0.02 4.52
H 0.94 2.51 -2.23
H 0.10 4.75 -4.72
H -2.24 5.30 -5.35
H -4.12 4.16 -4.20
H -3.65 2.53 -2.41
H -2.23 1.68 -0.83
H -0.22 3.21 -0.42
H 0.85 3.02 1.49
H 1.49 2.71 3.89
H 0.98 1.62 6.31
H 1.99 0.28 8.11
H 3.87 -1.24 7.62
H 4.77 -1.37 5.32
H 3.76 -0.03 3.52
C -0.73 0.43 -4.78
As 0.07 -0.28 -3.12
C -0.96 -1.93 -3.28
C 3.46 0.01 -3.04
C 3.25 -0.64 -4.25
C 3.06 0.08 -5.46
C 2.86 -0.57 -6.66
C 2.84 -1.96 -6.71
C 2.98 -2.70 -5.53
C 3.18 -2.06 -4.33
H -0.59 -0.34 -5.54
H -0.25 1.34 -5.11
H -1.80 0.60 -4.65
H -0.59 -2.48 -4.14
H -2.01 -1.68 -3.43
H -0.87 -2.56 -2.40
H 3.61 -0.54 -2.12
H 3.54 1.09 -3.00
H 3.08 1.17 -5.42
H 2.73 0.00 -7.57
H 2.70 -2.47 -7.65
H 2.94 -3.78 -5.57
H 3.29 -2.63 -3.42

---

Q: Which of them is the least stable? A: *two*.

---

*one*
6
Properties=species:S:1:pos:R:3 method="wB97M-V/def2-TZVPD" homo_ev=-11.602 smiles="N#CC(=O)O" e_lumo_ev=-0.64 molar_mass_g_mol=71.03
C 0.13 0.52 0.11
C -0.98 -0.41 0.34
H 1.61 -0.90 -0.43
N -2.05 -1.00 0.21
O 1.27 0.02 -0.25
O 0.02 1.77 0.01

---

*two*
6
Properties=species:S:1:pos:R:3 method="wB97M-V/def2-TZVPD" homo_ev=-12.130 smiles="N#CC(=O)O" e_lumo_ev=-0.13 molar_mass_g_mol=71.03
C 0.12 -0.50 0.05
C 0.04 0.96 -0.27
H -1.32 -0.17 1.27
N -0.08 2.08 -0.53
O -0.80 -0.92 0.93
O 0.91 -1.21 -0.46

---

Q: Which of them is the least stable? A: *one*.

---

*one*
10
Properties=species:S:1:pos:R:3 method="wB97M-V/def2-TZVPD" homo_ev=-10.095 smiles="[H]/N=C/S(N)(=O)=O" e_lumo_ev=0.06 molar_mass_g_mol=108.12
C -1.16 0.14 0.16
N -0.65 -0.68 0.91
N 1.32 0.07 -0.91
O -0.12 2.08 -2.03
O -0.77 -0.79 -2.15
S -0.25 0.30 -1.43
H -2.17 0.67 0.20
H -1.09 -0.87 1.80
H 1.24 -0.33 0.00
H 1.76 0.98 -1.05

---

*two*
10
Properties=species:S:1:pos:R:3 method="wB97M-V/def2-TZVPD" homo_ev=-9.763 smiles="N[C@@H](S)[N+](=O)[O-]" e_lumo_ev=0.03 molar_mass_g_mol=108.12
C 0.40 -0.03 -0.19
N 1.01 1.01 0.54
N -1.07 0.00 -0.06
O -1.64 -0.91 -0.62
O -1.54 0.92 0.51
S 0.96 -1.83 0.17
H 0.48 0.14 -1.28
H 0.74 1.14 1.49
H 0.82 1.89 0.11
H -0.16 -2.35 -0.68

---

*three*
10
Properties=species:S:1:pos:R:3 method="wB97M-V/def2-TZVPD" homo_ev="-7.455 / -7.455" e_lumo_ev="-2.17 / -2.17" molar_mass_g_mol=108.12
C 0.44 0.23 0.75
N 0.06 -1.96 -0.26
N 1.19 0.63 -0.26
O -0.25 -3.04 0.01
O 0.14 -1.02 1.02
S -1.71 1.69 -0.09
H 0.33 0.91 1.50
H 1.08 -0.09 -0.99
H 1.10 1.57 -0.48
H -2.37 1.09 -1.21

---

Q: Which of them is the least stable? A: *three*.